{
  "formula": "C12H18FNO2",
  "method": "wB97M-V/def2-TZVPD",
  "symbols": ["O", "C", "C", "N", "H", "C", "C", "H", "C", "C", "H", "O", "C", "C", "C", "C", "C", "C", "H", "H", "F", "H", "H", "H", "H", "H", "H", "H", "H", "H", "H", "H", "H", "H"],
  "positions_angstrom": [[-1.55, 1.13, -3.99], [-0.26, 0.61, -4.23], [0.86, 1.60, -3.87], [0.96, 1.97, -2.47], [0.10, 2.42, -2.16], [1.33, 0.91, -1.55], [1.59, 1.51, -0.17], [0.64, 1.86, 0.26], [2.24, 0.54, 0.81], [1.32, -0.59, 1.25], [0.97, -1.17, 0.38], [0.21, -0.02, 1.92], [-0.74, -0.83, 2.44], [-0.74, -2.22, 2.35], [-1.77, -2.95, 2.91], [-2.80, -2.29, 3.56], [-2.82, -0.91, 3.66], [-1.79, -0.19, 3.10], [-1.77, 0.89, 3.16], [-3.63, -0.42, 4.18], [-3.80, -3.01, 4.12], [-1.78, -4.03, 2.85], [0.05, -2.75, 1.84], [1.86, -1.27, 1.92], [3.14, 0.10, 0.36], [2.54, 1.09, 1.70], [2.23, 2.38, -0.30], [2.26, 0.46, -1.93], [0.58, 0.11, -1.48], [0.71, 2.52, -4.43], [1.82, 1.16, -4.16], [-0.22, 0.40, -5.30], [-0.12, -0.34, -3.68], [-1.62, 1.36, -3.06]],
  "mulliken_charge": [-0.517, -0.415, -0.612, -0.292, 0.301, -0.517, -0.622, 0.314, -0.965, -0.613, 0.411, -0.243, 0.345, -0.158, -0.638, 0.250, -0.449, -0.423, 0.390, 0.408, -0.327, 0.410, 0.365, 0.458, 0.446, 0.332, 0.310, 0.251, 0.231, 0.325, 0.337, 0.372, 0.230, 0.302],
  "e_above_lowest_ev": 0.029,
  "smiles": "OCCNCCCCOc1ccc(F)cc1",
  "e_lumo_ev": 0.664,
  "mol_weight_g_mol": 227.28,
  "homo_ha": -0.3141,
  "total_energy_ha": -773.12990,
  "largest_force_ev_per_a": 0.59
}